{"formula": "C26H33B2F4FeN6P2", "method": "ωB97M-V with the def2-TZVPD basis set", "multiplicity": 2, "s2": 0.7907, "gap_ev": [7.55, 8.44], "e_above_lowest_kj_mol": 0.0, "symbols": ["Fe", "C", "C", "N", "N", "C", "B", "N", "C", "C", "C", "N", "N", "C", "C", "C", "N", "H", "H", "H", "H", "H", "H", "H", "H", "H", "H", "C", "P", "C", "C", "C", "C", "C", "C", "C", "P", "C", "C", "H", "H", "H", "H", "H", "H", "H", "H", "H", "H", "H", "H", "H", "H", "H", "H", "F", "B", "F", "F", "F", "C", "C", "C", "C", "C", "C", "C", "H", "H", "H", "H", "H", "H", "H"], "coordinates": [[-0.353, 0.445, 0.212], [-1.199, -3.822, 0.386], [-0.544, -2.698, 0.899], [-0.825, -1.618, 0.181], [-1.681, -2.021, -0.793], [-1.911, -3.340, -0.688], [-2.348, -1.013, -1.744], [-1.228, -0.301, -2.522], [-1.022, -0.202, -3.841], [0.172, 0.463, -4.041], [0.631, 0.735, -2.752], [-0.228, 0.279, -1.838], [-3.069, 0.018, -0.855], [-4.372, 0.317, -0.736], [-4.532, 1.107, 0.384], [-3.241, 1.237, 0.907], [-2.371, 0.594, 0.135], [-1.168, -4.831, 0.759], [0.095, -2.618, 1.760], [-2.575, -3.831, -1.380], [-3.115, -1.555, -2.489], [-1.726, -0.629, -4.536], [0.646, 0.707, -4.975], [1.524, 1.265, -2.469], [-5.087, -0.079, -1.438], [-5.447, 1.509, 0.782], [-2.903, 1.727, 1.805], [-1.472, 3.183, -1.597], [-0.398, 2.700, -0.198], [-0.963, 3.828, 1.125], [1.218, 3.434, -0.607], [1.352, 4.756, -1.029], [2.606, 5.304, -1.234], [3.738, 4.533, -0.998], [3.610, 3.218, -0.587], [2.350, 2.646, -0.404], [2.127, 0.893, 0.135], [2.949, 0.962, 1.769], [3.466, 0.048, -0.792], [-1.653, 4.258, -1.595], [-2.429, 2.669, -1.499], [-1.014, 2.896, -2.543], [-0.696, 4.858, 0.893], [-0.507, 3.530, 2.069], [-2.047, 3.761, 1.224], [0.470, 5.364, -1.197], [2.704, 6.329, -1.565], [4.723, 4.961, -1.133], [4.505, 2.637, -0.405], [3.939, 1.413, 1.682], [3.033, -0.049, 2.161], [2.344, 1.533, 2.473], [4.389, 0.625, -0.753], [3.200, -0.132, -1.833], [3.644, -0.918, -0.324], [0.862, -0.743, 2.473], [-0.036, 0.021, 3.227], [-0.601, 0.909, 2.185], [-1.052, -0.735, 3.758], [0.602, 0.807, 4.163], [2.032, -2.665, -0.728], [2.978, -3.686, -0.864], [3.333, -4.203, -2.136], [4.277, -5.200, -2.259], [4.904, -5.723, -1.128], [4.572, -5.231, 0.134], [3.631, -4.234, 0.270], [1.540, -2.241, -1.595], [1.769, -2.272, 0.241], [2.844, -3.802, -3.016], [4.531, -5.582, -3.240], [5.643, -6.507, -1.230], [5.055, -5.637, 1.014], [3.374, -3.856, 1.253]], "atomic_forces_ev_per_a": [[-0.18, 0.69, -1.61], [-0.02, -0.02, 0.05], [-0.12, 0.00, 0.13], [0.15, 0.04, 0.23], [0.07, 0.00, -0.08], [-0.03, 0.05, -0.01], [0.06, -0.13, 0.13], [-0.14, 0.08, 0.05], [0.02, -0.08, 0.01], [0.02, -0.01, -0.01], [-0.02, 0.08, -0.02], [0.08, -0.12, -0.05], [0.00, 0.09, -0.17], [0.03, -0.07, 0.05], [0.00, 0.00, 0.04], [-0.01, 0.03, -0.02], [0.03, -0.09, 0.30], [0.02, 0.02, -0.01], [-0.01, 0.00, -0.03], [0.01, 0.01, 0.01], [0.01, 0.02, -0.02], [0.01, 0.02, 0.01], [-0.01, 0.00, 0.02], [-0.03, 0.01, 0.02], [0.01, 0.01, 0.01], [0.01, -0.01, -0.01], [0.00, 0.00, -0.03], [0.01, 0.02, 0.03], [-0.07, 0.14, 0.16], [-0.05, -0.09, 0.04], [-0.01, -0.07, 0.01], [0.00, 0.03, -0.01], [-0.02, -0.01, -0.01], [0.01, 0.00, 0.01], [0.03, -0.01, -0.04], [-0.05, -0.07, -0.04], [-0.01, -0.19, 0.80], [-0.01, 0.09, -0.02], [-0.09, 0.03, -0.15], [0.02, 0.01, -0.02], [0.01, 0.01, 0.02], [-0.01, -0.03, 0.01], [0.00, 0.01, -0.01], [0.00, 0.02, -0.01], [0.03, -0.03, 0.00], [0.01, 0.00, 0.01], [0.00, -0.01, 0.00], [0.00, -0.01, -0.01], [0.00, 0.01, 0.00], [-0.01, 0.02, -0.02], [0.02, 0.00, -0.01], [0.00, -0.01, 0.00], [0.00, 0.01, 0.01], [0.00, 0.00, 0.02], [0.02, 0.02, 0.01], [0.34, -0.48, 0.41], [-0.10, -0.03, -0.12], [-0.10, 0.07, 0.15], [0.03, 0.03, -0.05], [0.00, 0.05, -0.09], [-0.03, -0.15, -0.13], [0.08, -0.05, -0.01], [-0.02, 0.01, 0.02], [0.01, -0.01, 0.01], [-0.01, 0.01, 0.00], [0.01, -0.02, -0.01], [-0.02, 0.02, -0.02], [-0.04, -0.01, 0.05], [0.08, 0.02, -0.02], [0.00, 0.00, 0.01], [0.00, 0.00, 0.01], [-0.01, 0.01, 0.00], [0.00, 0.00, -0.01], [0.00, 0.00, -0.01]]}


{"formula": "C26H33Cl2FN2O6PS2", "method": "ωB97M-V with the def2-TZVPD basis set", "charge": -1, "gap_ev": 5.62, "symbols": ["C", "C", "Cl", "C", "Cl", "C", "C", "O", "N", "O", "O", "P", "F", "O", "C", "C", "C", "C", "S", "C", "S", "N", "C", "C", "C", "C", "C", "C", "C", "C", "C", "C", "C", "C", "H", "H", "H", "H", "H", "H", "H", "H", "H", "H", "H", "H", "H", "H", "H", "H", "H", "H", "H", "H", "H", "H", "H", "H", "H", "H", "H", "O", "C", "O", "C", "C", "C", "H", "H", "H", "H", "H", "H"], "coordinates": [[-1.715, 0.111, -4.029], [-1.104, 1.299, -3.206], [0.459, 1.760, -4.102], [-2.020, 2.603, -3.158], [-0.945, 4.082, -2.976], [-3.149, 2.567, -2.029], [-4.382, 1.578, -2.389], [-5.285, 2.248, -3.285], [-4.968, 2.005, -4.595], [-4.992, 3.025, -5.198], [-3.778, 3.849, -2.257], [-4.375, 4.616, -0.811], [-3.017, 5.669, -0.564], [-3.766, 3.321, 0.189], [-2.715, 2.664, -0.508], [-1.985, 1.459, 0.192], [-2.459, 0.026, -0.257], [-1.629, -1.046, 0.552], [-0.794, -2.302, -0.556], [0.914, -2.307, 0.145], [1.078, -2.725, 1.721], [1.971, -1.897, -0.766], [3.003, -2.896, -0.948], [2.917, -4.297, -0.573], [4.018, -5.252, -0.788], [5.239, -4.781, -1.444], [5.315, -3.387, -1.861], [4.247, -2.441, -1.613], [2.494, -0.583, -0.411], [3.095, -0.216, 0.868], [3.528, 1.153, 1.063], [3.408, 2.210, 0.054], [2.842, 1.828, -1.240], [2.405, 0.456, -1.439], [-0.853, -0.536, -4.354], [-2.243, 0.457, -4.952], [-2.410, -0.550, -3.453], [-0.751, 0.957, -2.194], [-2.481, 2.701, -4.178], [-4.041, 0.578, -2.757], [-4.930, 1.440, -1.419], [-5.636, 3.989, -1.141], [-4.965, 5.288, 0.313], [-4.820, 5.657, -1.724], [-1.904, 3.460, -0.508], [-2.213, 1.553, 1.296], [-0.866, 1.594, 0.120], [-3.532, -0.073, 0.087], [-2.476, -0.139, -1.360], [-0.833, -0.484, 1.118], [-2.219, -1.642, 1.288], [1.997, -4.679, -0.084], [3.950, -6.314, -0.467], [6.056, -5.526, -1.605], [6.240, -3.051, -2.391], [4.399, -1.398, -1.968], [3.203, -0.992, 1.667], [3.967, 1.457, 2.046], [3.723, 3.256, 0.252], [2.697, 2.539, -2.083], [1.976, 0.173, -2.425], [3.638, -1.474, 5.479], [2.537, -1.797, 5.822], [1.860, -2.852, 5.295], [0.535, -2.895, 5.845], [0.619, -2.129, 7.149], [1.682, -1.088, 6.846], [-0.152, -2.430, 5.133], [0.237, -3.932, 5.997], [-0.336, -1.705, 7.461], [0.969, -2.790, 7.946], [1.257, -0.190, 6.393], [2.263, -0.834, 7.731]], "atomic_forces_ev_per_a": [[0.57, -0.29, -0.10], [-0.02, 0.20, -0.33], [-0.45, -0.73, 0.12], [0.64, -1.24, 0.25], [-1.04, -0.56, 0.31], [-1.31, 2.00, -1.41], [0.89, -0.41, 1.50], [0.18, -0.74, 0.73], [0.76, 1.14, -0.44], [-0.50, -1.02, -0.17], [1.93, -0.87, 1.34], [-2.58, 2.32, -1.12], [0.39, -1.35, 0.06], [0.53, -1.04, -0.91], [2.01, 1.32, -0.30], [-1.02, -0.05, 0.33], [-0.65, -0.07, 1.21], [0.28, 0.12, 0.23], [1.16, 1.04, 0.14], [-1.17, 0.08, 0.53], [0.19, 0.33, -0.99], [0.44, -1.30, 1.38], [2.64, -0.82, -0.93], [1.08, -0.07, -0.40], [0.55, 2.78, -1.07], [-2.09, 0.58, 0.70], [-1.06, -0.68, 0.70], [0.02, -2.21, 0.32], [0.69, 3.42, -0.20], [-0.33, 0.82, -1.47], [-0.36, 0.38, -0.93], [-0.96, -2.68, -0.90], [0.18, -1.38, 1.71], [0.36, 0.04, 1.25], [-0.93, 0.55, 0.33], [0.42, -0.09, 0.80], [0.54, 0.71, -0.30], [-0.39, 0.49, -1.02], [0.28, 0.06, 1.17], [-0.56, 0.83, -0.05], [0.32, 0.18, -1.03], [0.05, -0.51, 0.73], [0.28, -0.47, 0.21], [0.14, -0.16, 0.26], [-0.58, -0.87, -0.49], [0.21, -0.09, -1.07], [-1.08, -0.27, -0.29], [0.98, 0.11, -0.51], [0.37, 0.10, 0.94], [-0.62, -0.86, -0.58], [0.28, 0.70, -0.60], [0.81, 0.37, -0.44], [-0.17, 1.04, -0.24], [-0.70, 1.02, 0.04], [-0.98, -0.20, 0.57], [-0.39, -0.97, 0.49], [-0.05, 0.98, -0.78], [-0.44, -0.51, -0.93], [-0.23, -0.98, -0.07], [0.17, -0.53, 0.87], [0.31, 0.24, 0.90], [-0.19, -0.41, -0.09], [0.42, 0.50, -0.23], [0.20, 0.11, 0.13], [-0.34, -0.16, -0.02], [-0.24, 0.12, 0.37], [-0.28, -0.36, 0.34], [0.05, -0.01, 0.00], [0.16, 0.00, -0.20], [0.01, -0.07, -0.08], [-0.04, 0.01, -0.05], [0.13, 0.03, 0.02], [0.11, 0.23, -0.23]]}


{"formula": "C26H33F2FeN2O3PS4", "method": "ωB97M-V with the def2-TZVPD basis set", "multiplicity": 5, "s2": 6.0105, "gap_ev": [7.93, 8.34], "e_above_lowest_kj_mol": 230.2, "symbols": ["Fe", "C", "C", "O", "P", "S", "S", "O", "C", "C", "H", "H", "H", "H", "H", "H", "H", "H", "H", "H", "N", "C", "S", "N", "C", "C", "C", "C", "C", "C", "H", "H", "H", "H", "H", "H", "H", "H", "O", "S", "C", "C", "C", "C", "C", "C", "C", "C", "C", "C", "C", "C", "C", "C", "H", "H", "H", "H", "H", "H", "H", "H", "H", "H", "H", "H", "H", "H", "F", "C", "F", "H"], "coordinates": [[0.418, -0.204, 0.273], [5.118, -4.670, 1.199], [3.776, -4.614, 0.497], [3.592, -3.358, -0.155], [2.433, -2.366, 0.318], [2.437, -0.983, -1.140], [0.750, -3.310, 0.774], [3.073, -1.747, 1.686], [2.188, -1.337, 2.719], [2.936, -0.568, 3.789], [5.250, -5.657, 1.635], [5.168, -3.916, 1.979], [5.918, -4.487, 0.487], [2.956, -4.772, 1.208], [3.712, -5.387, -0.275], [1.700, -2.227, 3.135], [1.395, -0.690, 2.289], [3.643, -1.216, 4.303], [2.219, -0.174, 4.507], [3.471, 0.262, 3.334], [1.751, 2.241, -1.609], [2.056, 2.919, -0.476], [2.233, 2.070, 0.940], [2.185, 4.253, -0.642], [2.275, 5.330, 0.243], [2.199, 6.596, -0.341], [2.254, 7.732, 0.439], [2.392, 7.622, 1.814], [2.473, 6.368, 2.394], [2.424, 5.223, 1.620], [1.875, 1.233, -1.566], [1.878, 2.683, -2.508], [2.040, 4.567, -1.596], [2.091, 6.674, -1.416], [2.175, 8.706, -0.024], [2.439, 8.508, 2.429], [2.564, 6.270, 3.467], [2.491, 4.259, 2.093], [-1.492, -1.314, 0.228], [-2.949, -1.211, 0.479], [-3.554, -2.942, 0.825], [-3.591, -3.843, -0.356], [-2.405, -4.313, -0.914], [-2.444, -5.134, -2.026], [-3.657, -5.502, -2.582], [-4.839, -5.043, -2.029], [-4.806, -4.216, -0.921], [-3.665, -1.003, -1.229], [-3.254, 0.346, -1.708], [-1.936, 0.564, -2.097], [-1.528, 1.821, -2.504], [-2.421, 2.879, -2.521], [-3.737, 2.668, -2.145], [-4.148, 1.410, -1.743], [-4.539, -2.785, 1.265], [-2.861, -3.314, 1.579], [-1.458, -4.025, -0.482], [-1.521, -5.498, -2.448], [-3.680, -6.135, -3.456], [-5.787, -5.337, -2.455], [-5.728, -3.857, -0.484], [-4.745, -1.112, -1.162], [-3.223, -1.790, -1.837], [-1.224, -0.253, -2.076], [-0.505, 1.963, -2.810], [-2.098, 3.863, -2.824], [-4.449, 3.480, -2.171], [-5.178, 1.259, -1.457], [-0.763, 2.820, 0.959], [-1.000, 1.494, 0.710], [-0.673, 0.832, 1.947], [-2.094, 1.396, 0.622]], "atomic_forces_ev_per_a": [[-0.66, 1.06, -0.33], [-0.26, 0.17, -0.23], [0.00, -0.51, 0.34], [-0.05, 0.40, -0.08], [0.36, -0.70, 0.33], [-0.91, -0.15, 0.63], [0.54, 0.73, -0.29], [0.02, -0.27, -0.64], [-0.41, 0.13, 0.40], [-0.05, -0.11, -0.43], [0.06, -0.10, 0.09], [0.03, 0.05, 0.12], [0.15, 0.00, -0.06], [0.14, -0.08, -0.13], [-0.04, 0.13, 0.07], [-0.02, 0.25, -0.09], [0.19, -0.13, 0.31], [0.06, 0.00, 0.03], [0.00, 0.00, 0.07], [0.09, 0.10, 0.04], [0.09, 0.07, -0.27], [0.01, -0.30, 0.13], [-0.02, -0.34, 0.39], [-0.14, -0.19, -0.90], [0.05, 0.40, 0.44], [0.00, -0.12, 0.04], [-0.01, 0.02, 0.02], [0.01, 0.14, 0.11], [-0.02, 0.16, -0.03], [0.00, -0.23, 0.03], [0.05, 0.35, -0.05], [-0.01, -0.09, 0.03], [0.05, -0.10, 0.24], [-0.03, 0.06, -0.06], [0.04, 0.03, -0.03], [-0.03, 0.07, 0.03], [0.05, 0.01, 0.00], [-0.03, -0.06, -0.06], [0.96, -0.16, -0.19], [-1.24, -0.36, -0.46], [0.21, 0.61, -0.11], [-0.01, -0.18, -0.12], [-0.09, 0.06, 0.09], [0.06, -0.07, -0.02], [0.00, 0.03, -0.12], [-0.09, -0.07, -0.04], [0.08, 0.12, 0.11], [0.29, 0.05, 0.70], [0.11, 0.18, -0.14], [-0.05, -0.04, -0.21], [-0.04, -0.01, -0.16], [0.05, -0.01, -0.01], [-0.09, 0.05, 0.01], [-0.04, -0.03, 0.06], [-0.01, -0.07, 0.07], [0.00, 0.18, 0.14], [0.09, 0.03, 0.02], [0.12, -0.02, -0.07], [0.00, -0.12, -0.08], [-0.08, 0.00, -0.04], [-0.10, 0.02, 0.03], [-0.08, -0.09, 0.01], [-0.07, -0.16, 0.08], [-0.07, -0.03, -0.08], [0.10, 0.08, 0.03], [0.04, 0.08, -0.05], [-0.01, 0.05, 0.02], [-0.13, -0.07, 0.07], [-0.04, -0.05, -0.22], [0.79, -0.69, -0.57], [-0.17, -0.22, 1.04], [0.17, 0.05, 0.01]]}